Formula: C12H6F6INO5PdS2
Source: the OMol25 dataset
Level of theory: ωB97M-V/def2-TZVPD

ORCA input file:
```
! RIJCOSX wB97M-V def2-TZVPD def2/J DEFGRID3
* xyz 0 1
I -0.241 -0.233 -2.597
Pd 0.026 -0.160 0.007
S -1.241 1.375 4.452
S 1.037 0.807 3.019
F -3.504 2.316 3.482
F 2.766 2.750 2.917
F 2.761 1.455 1.158
F 1.160 2.900 1.437
F -1.822 2.581 2.125
F -2.737 0.622 2.360
O 1.568 -0.986 -0.106
O -1.614 2.327 5.430
O 1.974 -0.041 3.650
O -1.398 -0.022 4.684
O 0.154 0.114 2.024
N 0.208 1.768 3.902
C -2.711 -3.704 -3.333
C -2.766 -4.037 0.375
C -2.396 1.746 3.010
C 2.002 2.072 2.070
C -1.416 -1.942 -2.380
C -1.904 -2.553 -3.487
C -2.269 -3.422 1.477
C -1.669 -2.392 -1.066
C -1.450 -2.268 1.356
C -2.484 -3.548 -0.927
C -2.989 -4.181 -2.092
C -1.183 -1.792 0.124
H -2.487 -3.806 2.463
H -3.386 -4.918 0.479
H -3.104 -4.198 -4.210
H -1.051 -1.793 2.243
H -3.608 -5.062 -1.979
H -1.687 -2.174 -4.477
*
```

## Properties
**E**: -2712.7665 Ha
**HOMO energy (alpha / beta)**: -9.67 / -9.67 eV
**Lowest unoccupied orbital energy (alpha / beta)**: -0.10242 / -0.10213 Eh
**Gap between HOMO and LUMO (alpha / beta)**: 0.2530 / 0.2533 Eh